# CH2FLiOPm

A molecular structure, CH2FLiOPm at a distorted geometry (ωB97M-V with the def2-TZVPD basis set, OMol25).

DFT total energy (eV): -22573.534
HOMO level (alpha / beta) (eV): -17.21 / -20.30
Orbital gap (alpha / beta) (eV): 6.799 / 9.891
Net charge: +2
Energy above the lowest of the compared OMol25 structures with the same formula, charge and spin (kcal per mole): 18.91
2S+1: 6

Cartesian coordinates (Å):
C: -1.372 0.537 -0.027
O: 0.234 -0.433 0.563
Pm: 1.308 0.999 -0.661
Li: -0.465 -1.955 -0.347
F: -1.979 -0.759 -0.380
H: -1.989 1.165 -0.689
H: -1.694 0.886 0.964